1.
This record from the OMol25 dataset describes one molecule with the formula C5H7NS2 in a non-equilibrium geometry. The level of theory is ωB97M-V/def2-TZVPD.

For the orbital gap (spin up / spin down), the calculation gives 6.2013 / 7.0491 eV. The expectation value of S² is 2.011. The spin multiplicity is 3.

Cartesian coordinates (Å):
C (-0.254, 0.922, -0.216)
C (-1.554, 0.332, -0.388)
C (-1.549, -0.820, 0.690)
C (2.070, 1.101, 0.336)
C (0.794, -1.193, -0.722)
N (0.721, 1.501, 0.212)
S (-0.420, -2.167, 0.098)
S (2.244, -0.735, 0.032)
H (-2.439, 1.003, -0.311)
H (-1.594, -0.073, -1.365)
H (-1.056, -0.413, 1.469)
H (-2.535, -1.220, 1.009)
H (2.631, 1.577, -0.431)
H (2.335, 1.230, 1.329)
H (0.606, -1.045, -1.742)

Atomic partial charges in e from the natural (NBO) method, atoms 1 to 8: C 0.337; C -0.510; C -0.474; C -0.315; C -0.471; N -0.438; S 0.185; S 0.188



2.
This record from the OMol25 dataset describes an isolated ion of composition C5H7O2S and charge -1 in a non-equilibrium geometry. The level of theory is ωB97M-V/def2-TZVPD.

For the orbital gap, the calculation gives 5.8862 eV. Its charge is -1.

Cartesian coordinates (Å):
C (-1.074, 1.687, -0.558)
C (-2.272, 1.099, -0.230)
C (0.226, -0.300, -0.079)
C (0.780, -1.425, -0.848)
C (1.078, -0.078, 1.208)
O (0.051, 0.865, -0.839)
O (-0.861, 2.870, -0.802)
S (-1.764, -0.591, 0.314)
H (-2.883, 1.642, 0.483)
H (0.714, -2.353, -0.339)
H (1.924, -1.428, -0.808)
H (0.316, -1.659, -1.829)
H (0.487, 0.427, 1.975)
H (1.920, 0.395, 0.840)
H (1.358, -1.152, 1.513)

Atomic partial charges in e from the natural (NBO) method, atoms 1 to 8: C 0.652; C -0.718; C 0.272; C -0.659; C -0.651; O -0.582; O -0.717; S -0.056



3.
This record from the OMol25 dataset describes a 2-piece molecular cluster, C5H7O2S overall in a non-equilibrium geometry. The level of theory is ωB97M-V/def2-TZVPD.

For the orbital gap (spin up / spin down), the calculation gives 2.6198 / 6.3953 eV. The expectation value of S² is 2.007. Its charge is -1. The spin multiplicity is 3.

Cartesian coordinates (Å):
C (-0.886, -0.500, 1.710)
C (1.414, 0.862, 0.151)
C (1.970, -0.591, 0.290)
C (0.427, -0.309, 0.127)
C (-1.754, 0.218, -1.276)
O (-0.812, 0.458, 2.425)
O (-1.553, -1.453, 1.461)
S (-0.256, -0.768, -1.503)
H (1.434, 1.515, 0.967)
H (1.498, 1.235, -0.951)
H (2.226, -1.048, -0.673)
H (2.271, -1.029, 1.323)
H (-1.355, 1.319, -1.146)
H (-2.368, -0.175, -0.541)
H (-2.256, 0.267, -2.366)

Atomic partial charges in e from the natural (NBO) method, atoms 1 to 8: C 0.923; C -0.474; C -0.497; C -0.277; C -0.994; O -0.602; O -0.589; S -0.002



4.
This record from the OMol25 dataset describes one molecule with the formula C5H7OP in a non-equilibrium geometry. The level of theory is ωB97M-V/def2-TZVPD.

For the orbital gap, the calculation gives 8.6273 eV.

Cartesian coordinates (Å):
C (0.139, -0.823, -0.274)
C (-0.357, -1.439, -1.336)
C (0.447, 0.622, -0.742)
C (-0.910, 0.934, -1.545)
C (0.346, -1.489, 1.078)
O (-1.741, -1.792, -1.589)
P (-1.102, -0.617, -2.704)
H (0.494, 1.244, 0.196)
H (1.539, 0.646, -1.225)
H (-1.623, 1.048, -0.776)
H (-1.025, 1.694, -2.281)
H (-0.718, -1.855, 1.465)
H (0.659, -0.940, 2.031)
H (0.945, -2.373, 0.966)

Atomic partial charges in e from the natural (NBO) method, atoms 1 to 8: C -0.022; C -0.022; C -0.428; C -0.681; C -0.663; O -0.686; P 0.908; H 0.219



5.
This record from the OMol25 dataset describes one molecule with the formula C5H7OP in a non-equilibrium geometry. The level of theory is ωB97M-V/def2-TZVPD.

For the orbital gap (spin up / spin down), the calculation gives 6.7666 / 6.8067 eV.

Cartesian coordinates (Å):
C (1.861, -1.274, 0.408)
C (0.673, -1.095, -0.200)
C (-1.298, 0.624, 0.880)
C (-1.198, 0.353, -0.659)
C (0.022, -0.279, -1.045)
O (2.657, -0.122, 0.489)
P (2.570, 1.336, -0.262)
H (2.297, -1.982, 1.086)
H (-2.304, 1.050, 1.167)
H (-0.471, 1.260, 1.148)
H (-1.235, -0.422, 1.244)
H (-1.518, 1.222, -1.283)
H (-2.024, -0.369, -0.898)
H (-0.032, -0.303, -2.076)

Atomic partial charges in e from the natural (NBO) method, atoms 1 to 8: C 0.038; C -0.048; C -0.613; C -0.441; C -0.188; O -0.796; P 0.531; H 0.215



6.
This record from the OMol25 dataset describes one molecule with the formula C5H7OP in a non-equilibrium geometry. The level of theory is ωB97M-V/def2-TZVPD.

For the orbital gap, the calculation gives 10.1645 eV.

Cartesian coordinates (Å):
C (0.850, -1.258, 0.723)
C (0.227, -0.921, -0.386)
C (1.000, -0.169, 1.817)
C (-0.182, 0.530, -0.524)
C (-1.531, 0.841, -1.439)
O (0.936, 1.386, -0.513)
P (0.294, 1.387, 1.009)
H (1.315, -2.282, 0.699)
H (0.077, -1.717, -1.198)
H (0.213, -0.567, 2.525)
H (2.034, -0.044, 2.042)
H (-2.224, 1.186, -0.749)
H (-1.685, 0.001, -1.996)
H (-1.325, 1.629, -2.008)

Atomic partial charges in e from the natural (NBO) method, atoms 1 to 8: C -0.168; C -0.252; C -0.783; C 0.001; C -0.599; O -0.721; P 0.949; H 0.214



7.
This record from the OMol25 dataset describes a 2-piece molecular cluster, C5H7OS overall in a non-equilibrium geometry. The level of theory is ωB97M-V/def2-TZVPD.

For the orbital gap, the calculation gives 6.9459 eV. Its charge is -1.

Cartesian coordinates (Å):
C (-0.227, -0.925, -0.152)
C (0.074, 0.289, 0.318)
C (0.468, 0.138, 2.400)
C (-0.526, -1.235, -1.590)
C (0.323, 1.596, -0.287)
O (0.984, 1.154, 2.845)
S (0.034, -1.378, 2.957)
H (-0.398, -1.675, 0.488)
H (0.347, -1.553, -2.132)
H (-0.953, -0.349, -2.009)
H (-1.263, -2.007, -1.546)
H (0.160, 2.352, 0.473)
H (-0.337, 1.849, -1.169)
H (1.313, 1.744, -0.596)

Atomic partial charges in e from the natural (NBO) method, atoms 1 to 8: C -0.275; C -0.072; C 0.373; C -0.649; C -0.687; O -0.665; S -0.419; H 0.208



8.
This record from the OMol25 dataset describes a 2-piece molecular cluster, C5H7P overall in a non-equilibrium geometry. The level of theory is ωB97M-V/def2-TZVPD.

For the orbital gap, the calculation gives 9.3747 eV.

Cartesian coordinates (Å):
C (-2.319, -0.604, -0.355)
C (-1.532, -0.360, -1.377)
C (1.632, -0.381, 2.140)
C (1.641, 1.752, -0.854)
C (1.920, 0.764, -0.247)
P (1.714, -0.857, 0.546)
H (-2.348, -1.576, 0.091)
H (-3.056, 0.057, 0.069)
H (-0.994, -1.285, -1.760)
H (-1.419, 0.533, -2.008)
H (1.350, -1.102, 2.874)
H (1.627, 0.647, 2.561)
H (1.785, 2.412, -1.680)

Atomic partial charges in e from the natural (NBO) method, atoms 1 to 8: C -0.384; C -0.391; C -0.805; C -0.212; C -0.376; P 0.714; H 0.189; H 0.190



9.
This record from the OMol25 dataset describes one molecule with the formula C5H7PS in a non-equilibrium geometry. The level of theory is ωB97M-V/def2-TZVPD.

For the orbital gap, the calculation gives 8.0886 eV.

Cartesian coordinates (Å):
C (-0.395, -1.411, -0.372)
C (0.207, -2.511, -0.939)
C (1.391, 0.301, 0.051)
C (0.177, -0.154, -0.047)
C (-0.967, 0.737, 0.459)
P (2.957, -0.897, 0.260)
S (1.972, -2.670, -0.936)
H (-1.492, -1.307, -0.308)
H (-0.338, -3.275, -1.339)
H (1.520, 1.277, 0.451)
H (-1.652, 0.347, 1.328)
H (-1.696, 0.631, -0.453)
H (-0.727, 1.733, 0.746)
H (2.537, -1.301, 1.636)

Atomic partial charges in e from the natural (NBO) method, atoms 1 to 8: C -0.286; C -0.270; C -0.436; C -0.043; C -0.624; P 0.448; S -0.040; H 0.208



10.
This record from the OMol25 dataset describes one molecule with the formula C5H7PS in a non-equilibrium geometry. The level of theory is ωB97M-V/def2-TZVPD.

For the orbital gap (spin up / spin down), the calculation gives 6.2681 / 5.4522 eV. The expectation value of S² is 2.013. The spin multiplicity is 3.

Cartesian coordinates (Å):
C (-1.473, -0.738, -0.774)
C (-1.847, 0.111, 0.292)
C (-0.346, -0.365, -1.351)
C (-1.055, 1.147, 0.574)
C (1.721, 0.375, 0.776)
P (0.271, 1.158, -0.596)
S (3.116, -0.268, -0.080)
H (-2.012, -1.663, -1.136)
H (-2.645, -0.067, 1.036)
H (-0.010, -0.780, -2.319)
H (-1.147, 1.849, 1.404)
H (1.227, -0.451, 1.194)
H (1.790, 1.187, 1.415)
H (2.410, -1.495, -0.437)

Atomic partial charges in e from the Mulliken method, atoms 1 to 8: C -0.330; C -0.133; C -0.450; C -0.552; C -0.832; P 0.024; S -0.148; H 0.320



11.
This record from the OMol25 dataset describes an isolated ion of composition C5H8 and charge -1. The level of theory is ωB97M-V/def2-TZVPD.

For the orbital gap (spin up / spin down), the calculation gives 3.6444 / 7.0654 eV. The expectation value of S² is 0.755. Its charge is -1. The spin multiplicity is 2.

Cartesian coordinates (Å):
C (0.619, -1.171, 0.251)
C (1.921, -1.379, -0.019)
C (-0.254, -0.211, -0.498)
C (-0.461, 1.042, 0.285)
C (-1.589, 1.852, 0.082)
H (0.111, -1.700, 1.056)
H (2.336, -2.358, 0.190)
H (2.496, -0.668, -0.600)
H (0.198, -0.026, -1.491)
H (-1.199, -0.721, -0.738)
H (0.067, 1.083, 1.242)
H (-1.721, 2.826, 0.541)
H (-2.524, 1.431, -0.301)

Atomic partial charges in e from the natural (NBO) method, atoms 1 to 8: C -0.143; C -0.541; C -0.488; C -0.413; C -0.715; H 0.171; H 0.174; H 0.179



12.
This record from the OMol25 dataset describes one molecule with the formula C5H8 in a non-equilibrium geometry. The level of theory is ωB97M-V/def2-TZVPD.

For the orbital gap, the calculation gives 11.1250 eV.

Cartesian coordinates (Å):
C (1.362, -0.506, -0.204)
C (0.632, 0.569, 0.562)
C (-0.592, 1.068, -0.201)
C (-1.142, -0.376, -0.309)
C (0.103, -0.834, 0.516)
H (1.344, -0.534, -1.292)
H (2.312, -0.826, 0.225)
H (1.122, 1.106, 1.367)
H (-0.391, 1.585, -1.140)
H (-1.232, 1.696, 0.424)
H (-2.127, -0.495, 0.178)
H (-1.218, -0.819, -1.310)
H (-0.173, -1.633, 1.184)

Atomic partial charges in e from the natural (NBO) method, atoms 1 to 8: C -0.422; C -0.220; C -0.393; C -0.397; C -0.233; H 0.202; H 0.224; H 0.216



13.
This record from the OMol25 dataset describes one molecule with the formula C5H8 in a non-equilibrium geometry. The level of theory is ωB97M-V/def2-TZVPD.

For the orbital gap, the calculation gives 11.0419 eV.

Cartesian coordinates (Å):
C (-2.498, 0.108, -0.112)
C (-1.363, 0.115, 0.285)
C (0.580, -1.253, -0.416)
C (0.784, 1.125, 0.169)
C (0.068, -0.148, 0.481)
H (-3.442, 0.347, -0.368)
H (1.270, -0.721, -1.106)
H (-0.305, -1.829, -0.791)
H (1.365, -1.882, 0.113)
H (0.878, 1.153, -0.958)
H (0.458, 2.129, 0.479)
H (1.918, 1.134, 0.629)
H (0.287, -0.278, 1.596)

Atomic partial charges in e from the natural (NBO) method, atoms 1 to 8: C -0.255; C 0.028; C -0.609; C -0.588; C -0.336; H 0.218; H 0.219; H 0.241



14.
This record from the OMol25 dataset describes one molecule with the formula C5H8 in a non-equilibrium geometry. The level of theory is ωB97M-V/def2-TZVPD.

For the orbital gap, the calculation gives 11.0045 eV.

Cartesian coordinates (Å):
C (0.277, 1.425, -0.847)
C (0.429, 0.299, 0.184)
C (1.393, -0.710, -0.459)
C (-0.826, -0.375, 0.661)
C (-1.892, -0.900, 0.950)
H (-0.606, 1.132, -1.538)
H (1.346, 1.489, -1.358)
H (0.031, 2.471, -0.274)
H (0.792, 0.672, 1.146)
H (1.489, -1.837, 0.009)
H (1.125, -0.921, -1.617)
H (2.383, -0.308, -0.694)
H (-2.849, -1.129, 1.395)

Atomic partial charges in e from the natural (NBO) method, atoms 1 to 8: C -0.600; C -0.333; C -0.609; C 0.011; C -0.271; H 0.233; H 0.220; H 0.219



15.
This record from the OMol25 dataset describes a 2-piece molecular cluster, C5H8 overall. The level of theory is ωB97M-V/def2-TZVPD.

For the orbital gap (spin up / spin down), the calculation gives 8.1023 / 7.3888 eV.

Cartesian coordinates (Å):
C (0.479, 1.160, 0.324)
C (0.919, 0.159, -0.812)
C (0.801, -1.146, -0.056)
C (-0.108, -1.050, 0.949)
C (-0.449, 0.255, 1.103)
H (-0.044, 2.054, -0.036)
H (1.364, 1.499, 0.878)
H (0.234, 0.254, -1.665)
H (1.936, 0.316, -1.191)
H (1.506, -1.962, -0.208)
H (-2.343, -1.250, -0.237)
H (-2.913, -0.911, -0.576)
H (-1.382, 0.622, 1.529)

Atomic partial charges in e from the natural (NBO) method, atoms 1 to 8: C -0.454; C -0.452; C -0.113; C -0.162; C -0.104; H 0.214; H 0.228; H 0.228



16.
This record from the OMol25 dataset describes one molecule with the formula C5H8. The level of theory is ωB97M-V/def2-TZVPD.

For the orbital gap, the calculation gives 10.2517 eV.

Cartesian coordinates (Å):
C (-0.136, -0.902, 0.689)
C (-1.275, -0.093, -0.063)
C (-0.503, 0.868, -0.933)
C (0.799, 0.869, -0.667)
C (1.194, -0.183, 0.335)
H (-0.018, -1.985, 0.547)
H (-0.328, -0.778, 1.756)
H (-2.074, -0.584, -0.639)
H (-1.817, 0.455, 0.720)
H (-0.963, 1.460, -1.721)
H (1.525, 1.497, -1.175)
H (1.964, -0.828, -0.111)
H (1.632, 0.204, 1.261)

Atomic partial charges in e from the natural (NBO) method, atoms 1 to 8: C -0.400; C -0.443; C -0.192; C -0.191; C -0.441; H 0.213; H 0.202; H 0.214



17.
This record from the OMol25 dataset describes one molecule with the formula C5H8 in a non-equilibrium geometry. The level of theory is ωB97M-V/def2-TZVPD.

For the orbital gap, the calculation gives 10.9261 eV.

Cartesian coordinates (Å):
C (-0.728, -1.209, 1.966)
C (-0.874, -0.721, 0.723)
C (-0.230, 0.534, 0.058)
C (0.266, 0.647, -1.358)
C (1.562, 0.644, -1.719)
H (-1.474, -1.941, 2.256)
H (-0.183, -0.844, 2.947)
H (-1.617, -1.201, 0.054)
H (0.693, 0.854, 0.648)
H (-0.913, 1.420, 0.290)
H (-0.529, 0.435, -2.135)
H (1.812, 0.680, -2.783)
H (2.214, 0.701, -0.945)

Atomic partial charges in e from the natural (NBO) method, atoms 1 to 8: C -0.413; C -0.160; C -0.497; C -0.158; C -0.389; H 0.197; H 0.210; H 0.196



One value per record, in order, for ΔE to the lowest compared entry with this formula, charge and spin: 45.1 31.4 53.0 85.7 102.3 38.4 26.0 68.5 46.9 56.4 34.0 33.0 55.3 60.5 101.7 5.9 43.7 kcal/mol.